Record 1
Molecular formula: C11H22NS
Method: DFT, ωB97M-V/def2-TZVPD

The value obtained for the HOMO-LUMO gap (spin up / spin down) is 8.19 / 8.19 eV.

ORCA input file:
```
! wB97M-V def2-TZVPD RIJCOSX def2/J DEFGRID3
* xyz 1 1
S 1.817 -0.699 -0.924
N -0.299 -1.471 0.199
C 2.851 0.970 1.037
C 1.070 1.837 -0.567
C -2.122 -1.744 -1.326
C 2.965 -1.838 -0.115
C -1.497 -0.808 -0.277
C -2.530 -0.531 0.822
C -0.389 1.549 -0.102
C -1.071 0.492 -0.987
C 1.980 0.747 -0.136
C -0.288 -2.289 1.148
C -1.161 2.867 -0.122
H -1.153 -2.568 1.747
H 2.821 -2.804 -0.592
H 2.279 0.811 1.957
H 3.194 2.003 1.055
H 1.389 2.781 -0.128
H -0.344 1.190 0.930
H -3.003 -1.452 1.150
H -1.166 3.289 -1.123
H -3.307 0.117 0.430
H -2.080 -0.047 1.686
H -0.711 3.592 0.553
H 1.063 1.948 -1.651
H 0.643 -2.775 1.405
H 3.987 -1.505 -0.283
H -1.963 0.932 -1.433
H 3.715 0.313 1.063
H -0.417 0.212 -1.814
H -2.188 2.709 0.195
H -2.448 -2.669 -0.857
H -2.983 -1.264 -1.781
H -1.403 -1.986 -2.104
H 2.750 -1.910 0.947
*
```

---

Record 2
Molecular formula: C11H22O3
Method: DFT, ωB97M-V/def2-TZVPD

The structure (SMILES) is C=CCCOCCOC.C1CCOC1. The value obtained for the HOMO-LUMO gap is 9.41 eV.

ORCA input file:
```
! wB97M-V def2-TZVPD RIJCOSX def2/J DEFGRID3
* xyz 0 1
O 0.966 -1.935 -2.561
O -1.745 -2.607 -1.565
O 0.857 0.866 1.051
C -2.175 -1.280 -1.358
C -0.520 -2.972 -0.962
C 1.006 -0.639 -3.114
C 2.562 2.388 1.645
C 0.646 -2.028 -1.188
C -3.265 1.464 0.379
C -2.338 -0.862 0.110
C 2.062 1.452 0.552
C -2.235 0.639 0.134
C 0.721 1.140 2.449
C 2.069 1.681 2.906
H 2.785 0.655 0.350
H 1.986 2.335 3.772
H -0.647 -3.124 0.117
H -1.219 0.983 -0.058
H 1.843 1.966 -0.385
H 0.537 -0.667 -4.098
H 0.478 -1.043 -0.740
H 0.428 0.223 2.961
H 1.501 -2.467 -0.659
H 0.466 0.089 -2.500
H -0.272 -3.940 -1.396
H -3.301 -1.187 0.505
H 3.641 2.529 1.614
H -3.451 2.350 -0.221
H -3.148 -1.210 -1.845
H -1.529 -0.563 -1.875
H 2.086 3.366 1.554
H -1.550 -1.309 0.724
H -3.956 1.259 1.193
H -0.073 1.882 2.586
H 2.038 -0.295 -3.238
H 2.741 0.859 3.162
*
```

---

Record 3
Molecular formula: C11H23AuN2O5P2
Method: DFT, ωB97M-V/def2-TZVPD

As for the expectation value of S²: 2.05. The value obtained for the HOMO-LUMO gap (spin up / spin down) is 7.82 / 7.52 eV.

ORCA input file:
```
! wB97M-V def2-TZVPD RIJCOSX def2/J DEFGRID3
* xyz 2 3
Au 0.897 0.277 -0.072
P 1.156 -1.808 -1.107
P -0.178 2.233 0.649
O 1.950 -1.069 2.733
O 3.182 1.741 -1.050
O 2.707 1.169 1.099
O -2.717 -0.673 3.696
O 4.621 2.090 0.585
N -1.106 0.019 -1.063
N 3.573 1.688 0.141
C -2.151 0.777 -0.582
C 0.272 3.694 -0.315
C -1.865 1.801 0.344
C -2.554 -1.141 -2.544
C -3.462 0.522 -1.066
C -0.094 -1.747 -2.450
C -3.637 -0.419 -2.062
C 0.175 2.575 2.379
C 0.621 -3.168 -0.044
C -1.291 -0.926 -1.990
C 2.731 -2.253 -1.845
H 1.260 2.501 2.525
H 3.510 -2.176 -1.080
H -2.690 2.361 0.793
H -0.028 4.596 0.232
H 0.393 -4.056 -0.652
H -4.632 -0.618 -2.457
H -0.284 -2.887 0.515
H -0.356 1.842 2.996
H 2.971 -1.554 -2.653
H 0.402 -1.292 -3.328
H 1.948 -1.947 2.425
H 1.086 -0.904 3.117
H 1.420 -3.423 0.671
H 2.709 -3.273 -2.245
H -2.733 -0.249 4.575
H -0.408 -2.773 -2.695
H -0.263 3.672 -1.270
H 1.349 3.706 -0.511
H -3.105 -1.506 3.836
H 1.723 -0.177 1.132
H -0.179 3.582 2.623
H -4.280 1.078 -0.630
H -2.641 -1.883 -3.353
*
```

---

Record 4
Molecular formula: C11H23BeBrNO2P2
Method: DFT, ωB97M-V/def2-TZVPD

The value obtained for the HOMO-LUMO gap (spin up / spin down) is 5.04 / 5.04 eV.

ORCA input file:
```
! wB97M-V def2-TZVPD RIJCOSX def2/J DEFGRID3
* xyz 1 1
Br -0.187 0.683 3.294
P 1.541 1.705 0.440
P -1.704 -1.403 1.346
O 3.442 -1.642 1.457
O 1.591 -4.536 -1.708
N -1.020 0.656 -0.679
C -2.087 -1.472 -0.413
C -0.586 1.704 -1.389
C -1.110 1.934 -2.641
C -1.040 -2.892 2.171
C -1.855 0.951 -3.274
C 2.874 1.344 -0.734
C 0.408 2.628 -0.701
C -3.234 -0.868 2.127
C -1.731 -0.385 -1.265
C 2.245 3.069 1.436
C -2.038 -0.254 -2.637
Be -0.689 0.493 0.915
H 0.609 -4.636 -1.672
H -0.175 3.358 -0.119
H -1.007 2.931 -3.034
H -3.555 0.077 1.668
H 1.466 3.686 1.917
H 0.691 0.456 0.710
H -2.525 -1.109 -3.133
H -1.805 -3.673 2.280
H 3.206 -1.554 0.523
H -3.190 -0.694 3.211
H 1.805 -3.728 -2.242
H -2.314 1.145 -4.236
H 2.603 -1.215 1.746
H 3.163 2.203 -1.370
H -0.663 -2.660 3.170
H -0.176 -3.301 1.633
H -3.975 -1.649 1.911
H 2.922 3.756 0.877
H -1.980 -2.436 -0.875
H 0.975 3.225 -1.439
H 3.724 0.971 -0.156
H 2.539 0.515 -1.359
H 2.839 2.617 2.246
*
```

---

Record 5
Molecular formula: C11H23ClI2NP2Pt
Method: DFT, ωB97M-V/def2-TZVPD

As for the expectation value of S²: 6.02. The value obtained for the HOMO-LUMO gap (spin up / spin down) is 8.47 / 4.94 eV.

ORCA input file:
```
! wB97M-V def2-TZVPD RIJCOSX def2/J DEFGRID3
* xyz 3 5
Pt -0.267 -0.307 -0.777
I -1.260 -2.492 -4.131
I 0.992 -2.575 -1.046
Cl -1.866 0.990 -2.071
P 1.393 0.921 -1.858
P -2.109 -1.272 0.270
N 0.517 0.357 1.211
C 1.923 -0.124 3.093
C 3.014 0.561 -1.153
C 1.472 0.499 -3.601
C -3.012 -2.335 -0.863
C 0.661 1.910 3.010
C 1.383 -0.449 1.851
C 1.145 2.703 -1.753
C 0.150 1.526 1.768
C -1.597 -2.315 1.654
C -3.274 -0.055 0.921
C 1.557 1.080 3.684
H 1.866 3.214 -2.406
H 0.120 2.937 -2.059
H -3.512 0.669 0.135
H 1.967 1.360 4.652
H 2.284 1.095 -4.042
H -0.557 2.136 1.192
H 1.627 -1.374 1.326
H -4.186 -0.565 1.261
H 1.702 -0.568 -3.706
H 3.045 0.875 -0.105
H -2.362 -3.132 -1.240
H -1.118 -1.707 2.427
H -2.492 -2.810 2.050
H 0.335 2.865 3.413
H 0.494 0.712 -4.052
H 3.768 1.099 -1.740
H -3.371 -1.733 -1.706
H 1.281 3.025 -0.716
H -0.877 -3.063 1.310
H -2.812 0.483 1.756
H 3.206 -0.515 -1.194
H -3.841 -2.778 -0.292
H 2.614 -0.847 3.529
*
```

---

Record 6
Molecular formula: C11H23N2O4P2Pd
Method: DFT, ωB97M-V/def2-TZVPD

As for the expectation value of S²: 6.02. The value obtained for the HOMO-LUMO gap (spin up / spin down) is 7.62 / 4.08 eV.

ORCA input file:
```
! wB97M-V def2-TZVPD RIJCOSX def2/J DEFGRID3
* xyz 3 5
Pd 0.030 -0.182 1.419
P -2.105 0.006 0.804
P 2.195 -0.526 0.845
O 0.668 2.119 2.156
O -0.548 2.275 3.963
O -1.369 -2.640 -3.130
O -0.477 -3.672 0.274
N 0.239 0.922 -0.659
N 0.550 2.398 3.395
C 2.658 -1.929 -0.203
C 1.452 1.323 -1.050
C 2.618 0.957 -0.173
C -0.730 1.815 -2.639
C 1.608 2.105 -2.200
C -3.306 -1.336 0.970
C -2.803 1.471 1.608
C 3.318 -0.474 2.250
C -2.192 0.689 -0.911
C -0.840 1.142 -1.412
C 0.499 2.354 -3.003
H -3.511 -1.467 2.041
H -0.186 -2.837 0.684
H 0.345 -4.051 -0.089
H -2.742 0.013 -1.575
H 2.607 2.456 -2.449
H 3.703 -1.813 -0.524
H -2.043 2.263 1.584
H 3.057 0.391 2.875
H -2.889 -2.270 0.568
H -2.838 1.580 -0.800
H -1.003 -3.103 -2.370
H -3.063 1.236 2.645
H -3.683 1.744 1.013
H 0.592 2.938 -3.917
H -4.236 -1.063 0.449
H 3.137 -1.409 2.794
H 3.505 0.753 -0.789
H -1.634 1.945 -3.235
H 4.358 -0.421 1.905
H -2.342 -2.682 -2.969
H 1.990 -1.982 -1.076
H 2.550 -2.827 0.418
H 2.858 1.790 0.510
*
```

---

Record 7
Molecular formula: C11H23N3O
Method: DFT, ωB97M-V/def2-TZVPD

The structure (SMILES) is C=CCN(CC[NH+]=C)[N@H+]1CC[C@H](O)CC1. The value obtained for the HOMO-LUMO gap is 8.60 eV.

ORCA input file:
```
! wB97M-V def2-TZVPD RIJCOSX def2/J DEFGRID3
* xyz 2 1
O 3.993 -2.122 -1.674
N -0.681 0.205 0.360
N -2.161 1.987 -0.977
N 0.587 -0.462 -0.141
C 3.219 -1.057 -1.300
C -0.371 1.577 0.640
C -3.672 -0.824 2.228
C 1.935 -1.219 -2.192
C 2.771 -1.156 0.202
C -2.850 0.925 -1.105
C 1.846 -0.076 0.513
C 0.781 -0.390 -1.685
C -2.513 -0.135 2.167
C -1.169 -0.685 1.558
C -1.496 2.420 0.187
H -0.149 1.775 1.673
H -2.459 0.804 2.653
H -4.562 -0.412 2.595
H -1.121 3.529 -0.037
H 3.689 -1.149 0.689
H -3.343 0.523 -2.069
H 1.931 -2.351 -2.087
H -0.462 -0.571 2.378
H -2.036 2.582 -1.778
H 2.352 -2.152 0.394
H 2.349 0.787 0.065
H 3.641 -0.098 -1.357
H -0.254 -0.776 -2.007
H 0.477 -1.625 0.001
H 2.040 -1.274 -3.341
H 0.482 1.779 0.081
H -2.296 2.469 1.057
H 1.595 0.160 1.606
H 0.967 0.673 -2.045
H -1.283 -1.711 1.142
H -3.892 -1.819 1.768
H 4.903 -1.868 -1.494
H -2.893 0.118 -0.361
*
```

---

Record 8
Molecular formula: C11H23N4O6P
Method: DFT, ωB97M-V/def2-TZVPD

The value obtained for the HOMO-LUMO gap is 7.91 eV.

ORCA input file:
```
! wB97M-V def2-TZVPD RIJCOSX def2/J DEFGRID3
* xyz 0 1
P -2.379 -3.721 -1.609
O 0.279 3.299 -1.217
O -2.295 -4.835 -0.452
O 1.420 1.186 -1.237
O -3.800 -3.007 -1.365
O -2.152 -4.217 -3.004
O -1.324 -2.615 -1.102
N 1.434 2.573 0.924
N 2.539 3.355 1.231
N -0.084 1.207 2.453
N 1.788 2.590 3.420
C -2.828 -6.116 -0.705
C -0.977 0.552 1.433
C 0.990 2.419 -0.501
C 3.504 4.128 0.359
C -4.971 -3.694 -1.755
C -1.072 -1.529 -1.968
C 4.527 3.105 -0.473
C 5.279 2.012 0.535
C 2.839 3.457 2.710
C 0.962 2.058 2.250
C -2.354 1.467 1.189
H -3.257 0.933 1.759
H -3.851 -6.166 -0.323
H -2.675 1.523 0.065
H -5.480 -4.067 -0.862
H -2.823 -6.357 -1.771
H 6.054 1.321 -0.054
H -4.752 -4.532 -2.422
H -5.633 -2.997 -2.274
H -0.459 0.227 0.436
H 3.985 2.565 -1.380
H -2.219 -6.857 -0.180
H 4.214 4.739 1.086
H -1.379 -0.455 1.932
H -1.964 -0.905 -2.060
H -0.765 -1.890 -2.953
H 2.998 4.849 -0.417
H 5.931 2.583 1.341
H -0.295 0.970 3.470
H -2.262 2.534 1.708
H 3.707 4.096 3.168
H 5.418 3.765 -0.916
H 4.440 1.376 1.078
H -0.260 -0.929 -1.548
*
```

---

Record 9
Molecular formula: C11H23N5O6Sr
Method: DFT, ωB97M-V/def2-TZVPD

The value obtained for the HOMO-LUMO gap (spin up / spin down) is 3.76 / 3.76 eV.

ORCA input file:
```
! wB97M-V def2-TZVPD RIJCOSX def2/J DEFGRID3
* xyz 0 1
Sr -0.712 -1.379 -0.688
O -2.541 -0.740 -3.359
O -2.156 -2.968 -2.449
O 4.031 0.299 -0.924
O 0.041 2.283 0.084
O -0.664 -3.649 1.617
O 1.903 0.661 0.906
N 0.132 -2.687 1.453
N -1.701 0.113 1.558
N -0.614 1.472 -0.806
N -1.981 0.008 -2.428
N 1.346 -0.502 1.092
C -1.611 1.001 2.246
C -1.213 2.154 -1.779
C -1.951 1.313 -2.692
C 0.805 -1.591 -1.816
C 1.828 -1.237 2.135
C -2.667 1.782 -3.905
C 1.428 -3.394 3.466
C 1.144 -2.467 2.345
C -1.175 3.639 -1.989
C 2.921 -0.812 3.049
C -1.542 2.144 3.171
H 2.535 -0.662 4.065
H -0.727 3.889 -2.960
H 0.996 -0.548 -2.121
H 0.693 -2.312 -2.680
H -0.583 4.125 -1.214
H -2.152 1.414 -4.805
H -2.134 -1.896 -2.957
H 2.474 -3.732 3.452
H 0.772 -4.270 3.402
H 3.711 -1.573 3.110
H -2.182 4.073 -1.980
H -0.993 2.974 2.707
H -1.553 -3.729 -2.686
H 0.772 1.667 0.447
H 4.142 0.999 -1.545
H -2.722 2.877 -3.947
H 1.276 -2.207 -0.950
H -3.682 1.366 -3.919
H 3.275 0.528 -0.376
H -1.032 1.859 4.101
H 3.362 0.123 2.704
H -2.549 2.494 3.430
H 1.250 -2.902 4.433
*
```

---

Record 10
Molecular formula: C11H23N6O
Method: DFT, ωB97M-V/def2-TZVPD

The value obtained for the HOMO-LUMO gap is 7.47 eV.

ORCA input file:
```
! wB97M-V def2-TZVPD RIJCOSX def2/J DEFGRID3
* xyz 1 1
O 3.761 -1.180 -2.109
N -2.422 0.411 0.915
N 5.389 -2.629 -1.576
N -4.376 0.736 2.405
N -4.349 -1.185 0.763
N -4.531 3.309 -0.136
N -1.841 -0.355 -0.076
C -3.649 0.016 1.344
C -0.422 2.114 0.933
C 0.730 1.685 1.988
C 2.300 -0.325 0.580
C 5.106 -1.972 -3.924
C 1.699 0.538 1.374
C -5.197 1.887 1.880
C 4.693 -1.887 -2.482
C -1.842 1.633 1.563
C -5.055 2.150 0.292
C 6.507 -3.514 -1.820
H 2.946 -1.007 -0.074
H -4.267 3.857 0.703
H -4.947 2.828 2.520
H 0.338 1.309 3.000
H -0.236 1.734 -0.138
H -0.818 -0.455 0.034
H 5.057 -2.523 -0.627
H -5.072 0.070 2.812
H -4.492 -1.016 -0.253
H -3.665 -1.978 0.792
H 7.359 -3.158 -1.237
H 6.138 -1.632 -4.039
H 4.462 -1.328 -4.526
H -6.321 1.675 2.089
H -0.462 3.274 0.855
H -1.800 1.506 2.722
H -5.402 1.379 -0.485
H -2.571 2.531 1.400
H 5.002 -2.998 -4.284
H 1.354 2.633 2.203
H 6.782 -3.553 -2.873
H -2.119 -0.067 -1.027
H 6.232 -4.514 -1.480
*
```

---

Record 11
Molecular formula: C11H23O3P
Method: DFT, ωB97M-V/def2-TZVPD

The structure (SMILES) is C#C[PH3]CCC(C)C.CCOC(=O)OC. The value obtained for the HOMO-LUMO gap is 9.89 eV.

ORCA input file:
```
! wB97M-V def2-TZVPD RIJCOSX def2/J DEFGRID3
* xyz 0 1
P 5.028 0.157 0.586
O -4.400 0.525 -2.578
O -4.264 -0.084 -0.386
O -6.094 -0.531 -1.482
C 1.042 -0.083 0.766
C -4.867 0.016 -1.585
C -6.878 -0.414 -2.667
C 3.425 1.055 0.081
C 2.309 -0.074 -0.233
C 0.349 -1.569 0.601
C 1.459 0.006 2.347
C -3.030 1.996 -0.157
C 7.462 -1.805 1.452
C 6.596 -0.848 1.139
C -2.953 0.488 -0.305
H 0.244 0.696 0.472
H 5.109 -0.357 -0.749
H 2.819 -1.121 -0.135
H 8.018 -2.812 1.589
H 4.307 -0.470 1.679
H -3.463 2.459 -1.047
H -6.343 -0.799 -3.538
H 0.311 -2.081 1.648
H 3.616 1.618 -0.925
H 5.740 1.367 0.882
H -0.704 -1.443 0.162
H 0.960 -2.270 -0.073
H 1.980 0.010 -1.341
H -7.784 -1.008 -2.530
H 1.872 -1.024 2.687
H -2.476 0.061 0.580
H -7.166 0.629 -2.822
H 3.078 1.865 0.836
H -2.348 0.198 -1.170
H 2.268 0.792 2.559
H -2.036 2.421 0.002
H 0.487 0.167 2.969
H -3.672 2.268 0.686
*
```

---

Record 12
Molecular formula: C11H24BF4FeN4Se
Method: DFT, ωB97M-V/def2-TZVPD

As for the expectation value of S²: 1.01. The value obtained for the HOMO-LUMO gap (spin up / spin down) is 6.20 / 6.05 eV.

ORCA input file:
```
! wB97M-V def2-TZVPD RIJCOSX def2/J DEFGRID3
* xyz 2 2
Se 1.275 0.989 1.372
Fe -0.595 0.761 -0.137
F 0.021 0.242 -1.757
F 1.139 0.348 -4.106
F -0.598 -1.132 -3.865
F -1.023 1.104 -3.969
N -1.451 -1.236 0.433
N -2.831 1.227 -0.172
N 3.898 0.031 1.924
N 3.571 0.176 -0.223
C 4.834 -0.300 -0.032
C 3.684 0.088 3.364
C 3.000 0.374 0.980
C 2.967 0.421 -1.522
C -0.634 -2.301 -0.170
C -1.486 -1.391 1.896
C -3.570 0.016 0.206
C 5.038 -0.393 1.311
C -3.112 2.349 0.734
C -3.034 1.595 -1.584
C -2.796 -1.227 -0.170
B -0.145 0.112 -3.919
H -2.043 -0.580 2.361
H -4.091 1.796 -1.788
H 3.728 0.335 -2.292
H 3.326 1.074 3.651
H -0.568 -2.165 -1.248
H -2.700 0.796 -2.243
H 4.623 -0.108 3.873
H -2.624 3.252 0.370
H 5.493 -0.530 -0.850
H 2.954 -0.660 3.671
H -3.755 0.044 1.279
H -2.672 -1.279 -1.252
H -1.072 -3.282 0.035
H 5.905 -0.719 1.858
H -4.546 -0.005 -0.288
H -1.952 -2.340 2.178
H -0.472 -1.376 2.286
H -3.360 -2.111 0.148
H -2.762 2.123 1.743
H 0.369 -2.280 0.254
H -4.187 2.551 0.787
H 2.539 1.421 -1.565
H -2.468 2.494 -1.827
H 2.183 -0.302 -1.734
*
```